w | Here is a gas-phase ion, C6H12N3O (charge +1) from the Open Molecules 2025 dataset. Energies are from the ωB97M-V functional and the def2-TZVPD basis.

```
! wB97M-V def2-TZVPD RIJCOSX def2/J DEFGRID3
* xyz 1 1
C -0.5413 0.2807 0.0807
C -0.0655 0.7522 -2.1986
C 1.9485 -0.0032 -1.1987
C -2.3665 0.9628 -1.3524
C 3.9052 0.1645 0.0658
C -1.2733 -0.8175 2.1735
N -0.9045 0.6655 -1.1846
N 3.0234 0.6176 -0.9461
N -1.3953 -0.4318 0.7520
O 1.1713 0.4052 -2.2321
H -0.4411 1.0186 -3.1326
H 1.6832 -0.9918 -1.0053
H -2.4631 1.9078 -1.9526
H -2.9211 0.2755 -2.0319
H -3.0493 0.9481 -0.5037
H 4.3234 1.0732 0.5150
H 3.3600 -0.3682 0.9389
H 4.7203 -0.3328 -0.4459
H -2.1964 -1.4116 2.2900
H -1.3129 0.2530 2.6540
H -0.3851 -1.3264 2.3491
H -2.2494 -0.7665 0.2052
*
```

=====

x | Here is 2 unconnected molecules or ions with the total composition C6H12N3O from the Open Molecules 2025 dataset. Energies are from the ωB97M-V functional and the def2-TZVPD basis.

```
! wB97M-V def2-TZVPD RIJCOSX def2/J DEFGRID3
* xyz 1 1
C 1.7022 0.9245 0.4107
C 1.1666 -1.9438 1.5802
C 1.3059 0.5111 1.8449
C 1.9259 -0.9047 2.0918
C 0.7620 -0.9081 -0.9170
C -1.2784 -0.8806 -2.1738
N 1.0483 0.2038 -0.4757
N 0.2689 -2.5771 1.2659
N -2.7196 2.7405 -1.5558
O -0.1446 -1.5238 -1.5658
H 2.6351 1.3253 0.1630
H 1.7224 1.2807 2.5754
H 0.2442 0.5093 2.0777
H 2.1276 -1.0201 3.1737
H 2.9866 -0.9331 1.6061
H -1.9769 -1.5674 -1.7090
H -1.2217 -1.0447 -3.2393
H -1.4432 0.1408 -1.9148
H -0.2696 -3.1906 0.7748
H -2.7875 3.6690 -1.9557
H -2.4653 2.8371 -0.5760
H -3.5893 2.3519 -1.4813
*
```

=====

y | Here is a gas-phase ion, C6H12N3O (charge +1) from the Open Molecules 2025 dataset. Energies are from the ωB97M-V functional and the def2-TZVPD basis.

```
! wB97M-V def2-TZVPD RIJCOSX def2/J DEFGRID3
* xyz 1 1
C -1.2712 -1.5370 0.3628
C -2.0796 0.6438 -0.0716
C -3.1089 1.4228 0.0733
C -0.7337 0.9362 -0.8423
C 0.2452 0.5072 0.1686
C 2.8254 0.6890 0.5956
N -2.2302 -0.6440 0.4033
N 0.0659 -1.2025 0.2548
N 1.1787 -1.8266 -0.4045
O 1.6015 0.6004 -0.2720
H -1.4425 -2.4905 0.6832
H -3.9498 1.0114 0.5970
H -3.3750 2.3579 -0.3538
H -0.6517 0.2697 -1.7788
H -0.6995 1.9555 -1.1975
H -0.0397 0.8525 1.1602
H 2.6854 1.1665 1.4911
H 3.5390 1.1845 -0.0221
H 3.3024 -0.3404 0.7154
H 0.9932 -2.1551 -1.3773
H 1.5010 -2.5157 0.2671
H 1.6441 -0.8855 -0.4525
*
```

As for the SMILES: C=C1C[C@H](OC)N([NH3+])C=N1.

=====

Question: which arrangement is favored energetically? Ranking from most to least stable: w, y, x.